This record from OMol25 describes the ion CH3BrO2P with charge -1 at a distorted geometry. The level of theory is ωB97M-V/def2-TZVPD.

The geometry in XYZ format:
```
8
Properties=species:S:1:pos:R:3:forces:R:3
C -0.1043 0.1004 0.0589 0.62 -3.56 4.55
O -2.8645 0.1367 0.6915 0.30 -0.72 0.19
O -1.1765 1.1898 2.3199 0.32 0.08 0.77
P -1.5403 0.1206 1.3729 0.64 1.23 -2.39
Br -1.1592 -1.8731 2.4161 -0.07 -0.40 0.12
H 0.8537 -0.2663 0.6801 -2.03 0.82 -1.64
H -0.2709 -0.4638 -0.8135 -0.29 -1.14 -0.83
H 0.0000 1.0603 -0.2108 0.51 3.70 -0.76
```
Forces are in eV/Å.

E	-3105.91109	a.u.
spin multiplicity	1
max |F|	0.1131	hartree/bohr
SMILES string	C[P@](=O)([O-])Br
ΔE to the lowest compared entry with this formula, charge and spin	9.77	kJ/mol
highest occupied orbital energy	-5.27	eV
net charge	-1

=====

This record from OMol25 describes the ion CH3BrO3P with charge -1 at a distorted geometry. The level of theory is ωB97M-V/def2-TZVPD.

The geometry in XYZ format:
```
9
Properties=species:S:1:pos:R:3:forces:R:3
C 0.9834 0.4548 -0.4339 -0.13 -2.28 0.91
O -1.6015 1.1651 1.3895 -0.07 1.05 0.78
O 0.0383 -1.2893 1.4471 -0.36 0.51 0.09
O -0.5963 -1.8196 -1.0071 0.16 0.55 0.33
P -0.2850 -0.8425 0.0822 0.99 -1.21 -2.26
Br -2.2815 0.5281 -0.0863 0.01 -0.32 -0.09
H 1.8644 -0.2521 -0.5258 -0.65 1.04 0.45
H 0.9334 1.0252 -1.3431 -0.67 0.09 -0.28
H 0.9447 1.0303 0.4774 0.71 0.57 0.08
```
Forces are in eV/Å.

E	-3181.02186	a.u.
spin multiplicity	1
max |F|	0.0534	hartree/bohr
ΔE to the lowest compared entry with this formula, charge and spin	234.59	kJ/mol
highest occupied orbital energy	-4.33	eV
net charge	-1

=====

This record from OMol25 describes a cluster of 2 separate species, CH3BrOS in total at a distorted geometry. The level of theory is ωB97M-V/def2-TZVPD.

The geometry in XYZ format:
```
7
Properties=species:S:1:pos:R:3:forces:R:3
C -0.1577 -0.9504 -0.1318 -2.00 4.39 2.39
O 0.6344 -0.3779 0.8181 1.09 1.57 0.90
S 0.9290 2.2219 0.9782 0.47 -2.66 1.14
Br -0.0849 2.2983 -0.7787 -1.19 0.48 -1.90
H -0.5323 -1.7684 0.3914 -1.20 -1.92 0.66
H 0.3273 -1.1824 -0.9893 1.32 -0.64 -2.98
H -1.1158 -0.2410 -0.2880 1.51 -1.23 -0.21
```
Forces are in eV/Å.

E	-3087.16979	a.u.
spin multiplicity	1
max |F|	0.1047	hartree/bohr
ΔE to the lowest compared entry with this formula, charge and spin	376.22	kJ/mol
highest occupied orbital energy (spin up / spin down)	-9.26 / -9.22	eV
net charge	0

=====

This record from OMol25 describes a cluster of 2 separate species, CH3Cl2FSi in total at a distorted geometry. The level of theory is ωB97M-V/def2-TZVPD.

The geometry in XYZ format:
```
8
Properties=species:S:1:pos:R:3:forces:R:3
C -1.9230 -0.5985 0.7044 1.10 3.09 -0.38
F -1.8469 0.3556 -0.2726 0.01 -0.73 0.64
Si 1.7155 0.5153 -1.0265 -1.19 -1.02 0.00
Cl 1.4028 -1.1768 0.1439 0.15 0.41 -0.16
Cl 1.9619 2.1934 0.0167 -0.07 1.02 0.89
H -1.9564 -0.2075 1.6842 0.06 0.36 0.80
H -2.3245 -1.4773 0.4192 -1.18 -2.72 -1.04
H 2.9706 0.3958 -1.6694 1.13 -0.42 -0.75
```
Forces are in eV/Å.

E	-1349.58904	a.u.
spin multiplicity	1
max |F|	0.0642	hartree/bohr
ΔE to the lowest compared entry with this formula, charge and spin	648.67	kJ/mol
highest occupied orbital energy (spin up / spin down)	-8.70 / -8.39	eV
net charge	0

=====

This record from OMol25 describes an isolated molecule of CH3Cl2FSi at a distorted geometry. The level of theory is ωB97M-V/def2-TZVPD.

The geometry in XYZ format:
```
8
Properties=species:S:1:pos:R:3:forces:R:3
C 0.9726 -0.0112 -0.4468 -3.39 -1.76 -0.58
F 1.9308 0.0116 0.4897 1.72 -0.93 1.32
Si -0.8125 -0.0778 0.5188 2.01 0.47 -2.97
Cl -1.8238 -1.7169 -0.1246 -0.08 -0.23 0.40
Cl -1.7987 1.5608 -0.1218 -0.68 0.63 -0.30
H 1.1213 0.8906 -0.9700 -0.46 1.10 -1.10
H 0.9460 -0.8979 -1.1875 0.80 1.11 1.27
H -0.5356 0.2409 1.8422 0.07 -0.38 1.96
```
Forces are in eV/Å.

E	-1349.71067	a.u.
spin multiplicity	1
max |F|	0.0751	hartree/bohr
SMILES string	FC[SiH](Cl)Cl
ΔE to the lowest compared entry with this formula, charge and spin	329.34	kJ/mol
highest occupied orbital energy	-10.39	eV
net charge	0

=====

This record from OMol25 describes an isolated molecule of CH3Cl2OPS at a distorted geometry. The level of theory is ωB97M-V/def2-TZVPD.

The geometry in XYZ format:
```
9
Properties=species:S:1:pos:R:3:forces:R:3
C -2.0285 0.6549 -0.0330 0.08 -1.39 -0.60
O 1.7968 -1.5751 0.4305 1.43 1.45 -0.97
P 0.9609 -0.3604 -0.3306 -1.57 -1.86 1.29
S 1.2028 1.4175 0.6302 3.06 0.34 -0.51
Cl -1.1028 1.3389 1.2577 -3.00 -0.03 0.94
Cl 2.0541 -0.1416 -1.9568 1.20 0.10 -1.12
H -1.9051 -0.4621 -0.1968 -0.28 1.91 0.27
H -2.3786 1.3470 -0.7967 0.05 -0.26 0.33
H 1.4003 -2.2191 0.9954 -0.98 -0.26 0.38
```
Forces are in eV/Å.

E	-1774.96172	a.u.
spin multiplicity	3
max |F|	0.0611	hartree/bohr
ΔE to the lowest compared entry with this formula, charge and spin	151.51	kJ/mol
highest occupied orbital energy (spin up / spin down)	-7.54 / -8.74	eV
net charge	0

=====

This record from OMol25 describes a cluster of 2 separate species, CH3Cl2P in total at a distorted geometry. The level of theory is ωB97M-V/def2-TZVPD.

The geometry in XYZ format:
```
7
Properties=species:S:1:pos:R:3:forces:R:3
C -0.3339 -1.2721 -0.1842 0.79 0.81 0.25
P 0.9375 -0.7039 0.8340 -1.78 -0.17 -0.67
Cl -0.4502 -1.0562 -1.9364 -0.11 0.14 1.21
Cl -0.6404 2.6102 0.8410 1.84 -1.49 -1.31
H 0.2998 1.8015 0.1769 -1.98 1.68 1.30
H -1.2274 -1.7748 0.2428 1.01 -0.11 -0.44
H 1.4145 0.3953 0.0259 0.24 -0.85 -0.34
```
Forces are in eV/Å.

E	-1301.56586	a.u.
spin multiplicity	1
max |F|	0.0566	hartree/bohr
SMILES string	[H]/P=C\Cl.Cl
ΔE to the lowest compared entry with this formula, charge and spin	301.51	kJ/mol
highest occupied orbital energy	-9.51	eV
net charge	0

=====

This record from OMol25 describes a cluster of 2 separate species, CH3Cl2PS in total at a distorted geometry. The level of theory is ωB97M-V/def2-TZVPD.

The geometry in XYZ format:
```
8
Properties=species:S:1:pos:R:3:forces:R:3
C -2.1339 0.0390 -0.7281 -0.36 0.12 1.48
P 1.7694 -0.2240 0.2769 -1.94 -0.52 -0.64
S -3.2942 0.2392 0.3782 0.45 0.01 -0.01
Cl 1.8987 1.5426 1.2085 -0.20 0.69 0.89
Cl 3.6339 -0.3534 -0.3439 1.60 -0.61 -0.38
H -1.0612 0.0351 -0.4190 -0.88 -0.03 -0.82
H 1.7097 -1.1700 1.3457 0.56 0.44 0.16
H -2.5223 -0.1086 -1.7183 0.77 -0.09 -0.69
```
Forces are in eV/Å.

E	-1699.80336	a.u.
spin multiplicity	1
max |F|	0.0410	hartree/bohr
SMILES string	ClPCl.C=S
ΔE to the lowest compared entry with this formula, charge and spin	223.67	kJ/mol
highest occupied orbital energy	-8.85	eV
net charge	0

=====

This record from OMol25 describes a structure of composition CH3Cl2PS2 at a distorted geometry. The level of theory is ωB97M-V/def2-TZVPD.

The geometry in XYZ format:
```
9
Properties=species:S:1:pos:R:3:forces:R:3
C 1.5214 0.4929 -0.5115 2.06 -2.05 -0.05
P -1.4022 -0.4805 0.5636 2.25 -0.13 -0.68
S -1.0080 -2.3546 0.1954 -0.09 1.43 0.33
S 0.7583 1.0540 0.9934 -2.57 -1.25 -0.18
Cl -2.4451 0.3971 -0.9685 0.46 0.05 0.43
Cl -2.5765 -0.1309 2.1186 -0.13 0.24 0.48
H 1.6639 -0.6893 -0.4223 -0.23 2.54 -0.47
H 2.5934 0.9666 -0.5992 -2.13 -0.82 0.16
H 0.8948 0.7447 -1.3695 0.38 -0.02 -0.03
```
Forces are in eV/Å.

E	-2098.03190	a.u.
spin multiplicity	1
max |F|	0.0565	hartree/bohr
ΔE to the lowest compared entry with this formula, charge and spin	127.59	kJ/mol
highest occupied orbital energy	-9.32	eV
net charge	0

=====

This record from OMol25 describes the ion CH3Cl3N2P with charge +1 at a distorted geometry. The level of theory is ωB97M-V/def2-TZVPD.

The geometry in XYZ format:
```
10
Properties=species:S:1:pos:R:3:forces:R:3
C -1.2183 -0.2163 -0.0057 -2.01 0.30 -0.60
N -0.2078 -0.1185 0.7131 2.33 -1.27 0.08
N 2.9034 0.7318 1.2555 -1.17 -0.83 2.96
P 2.1475 0.2057 2.5160 0.78 -0.40 -2.54
Cl 2.4721 1.2895 4.0773 -0.16 -0.16 0.24
Cl 1.5374 -1.7049 2.9863 0.65 1.94 -0.33
Cl -0.1680 1.0555 1.9879 -0.43 0.08 0.14
H -1.2256 -1.0686 -0.8318 -0.08 2.10 1.83
H 2.9024 0.2262 0.3912 -0.05 -0.48 -0.54
H -2.0293 0.5239 0.2689 0.15 -1.29 -1.25
```
Forces are in eV/Å.

E	-1871.00021	a.u.
spin multiplicity	1
max |F|	0.0641	hartree/bohr
ΔE to the lowest compared entry with this formula, charge and spin	195.74	kJ/mol
highest occupied orbital energy	-15.26	eV
net charge	+1

=====

This record from OMol25 describes an isolated molecule of CH3Cl3Si at a distorted geometry. The level of theory is ωB97M-V/def2-TZVPD.

The geometry in XYZ format:
```
8
Properties=species:S:1:pos:R:3:forces:R:3
C 0.8636 0.2866 -0.3518 1.29 -0.07 0.16
Si -0.6573 -0.3773 0.5726 -3.29 0.43 -1.37
Cl 1.7176 -0.9211 -1.3976 -0.53 0.54 0.81
Cl 1.9729 1.1471 0.8213 0.04 -0.86 0.42
Cl -2.6416 -0.0605 -1.1172 2.45 -0.39 1.88
H 0.7699 1.1759 -0.9303 -1.26 0.00 -1.03
H -0.8164 -1.9108 0.8015 0.50 1.56 -0.07
H -1.2086 0.6601 1.6014 0.80 -1.21 -0.81
```
Forces are in eV/Å.

E	-1709.93940	a.u.
spin multiplicity	1
max |F|	0.0698	hartree/bohr
SMILES string	Cl[SiH2]C(Cl)Cl
ΔE to the lowest compared entry with this formula, charge and spin	547.24	kJ/mol
highest occupied orbital energy	-10.44	eV
net charge	0

=====

This record from OMol25 describes a cluster of 2 separate species, CH3ClFN in total at a distorted geometry. The level of theory is ωB97M-V/def2-TZVPD.

The geometry in XYZ format:
```
7
Properties=species:S:1:pos:R:3:forces:R:3
C -0.0858 -0.0090 0.0052 -3.09 -0.74 -2.67
N -1.9629 0.3940 -0.5667 4.01 -0.43 -0.33
F -2.1846 1.6638 -0.0516 -0.42 -0.12 0.63
Cl -2.9808 -0.7721 0.1895 0.12 0.34 0.49
H 0.5782 0.8332 -0.0922 -0.45 0.64 0.32
H -0.2821 -0.4551 0.9563 0.16 -0.08 0.45
H 0.1268 -0.7102 -0.8428 -0.33 0.39 1.11
```
Forces are in eV/Å.

E	-654.53622	a.u.
spin multiplicity	1
max |F|	0.0807	hartree/bohr
ΔE to the lowest compared entry with this formula, charge and spin	314.42	kJ/mol
highest occupied orbital energy	-9.49	eV
net charge	0

=====

- Which of these has the lowest E?
  CH3BrO3P

=====

- What is the ΔE to the lowest compared entry with this formula, charge and spin in the third record?
  376.22 kJ/mol

=====

- What is the formula in the eighth record?
  CH3Cl2PS

=====

- Among the records above, which one has the highest net charge?
  CH3Cl3N2P